Density functional theory data (ωB97M-V with the def2-TZVPD basis set) for C8H5N2O5Zr as an isolated structure at a distorted geometry.

Summary:
max |F|	7.7	eV/Å
frontier orbital gap	4.69	eV
net charge	+3
highest occupied orbital energy	-20.702	eV

Atoms and positions in Å:
1 O -3.24 -4.23 -2.59
2 C -2.39 -3.57 -2.20
3 Zr 0.05 -0.82 -0.50
4 O -3.38 -1.15 -0.61
5 C -2.23 -1.14 -0.63
6 C 2.26 -1.25 -0.94
7 O 3.38 -1.40 -1.14
8 C 0.01 0.14 -2.61
9 O 0.02 0.65 -3.65
10 C 0.21 -2.42 1.16
11 O 0.32 -3.18 2.02
12 H 0.10 -2.26 -1.50
13 N 0.63 2.46 2.42
14 C 0.62 3.29 1.30
15 C 0.48 2.48 0.23
16 N 0.40 1.15 0.67
17 C 0.50 1.18 2.00
18 H 0.72 2.75 3.39
19 H 0.70 4.36 1.37
20 H 0.41 2.67 -0.83
21 H 0.46 0.31 2.64

Now the natural (NBO) charges, all in e:
1. O -0.3678
2. C 0.4219
3. Zr 1.8283
4. O -0.1744
5. C 0.4229
6. C 0.4483
7. O -0.1827
8. C 0.4455
9. O -0.1694
10. C 0.4418
11. O -0.1638
12. H -0.2631
13. N -0.4295
14. C 0.0222
15. C -0.0763
16. N -0.7311
17. C 0.2488
18. H 0.4879
19. H 0.3005
20. H 0.2486
21. H 0.2415